This record from the OMol25 dataset describes a structure of composition C42H38BGeI2N2O3Re at a distorted geometry. The level of theory is ωB97M-V/def2-TZVPD.

LUMO energy = -7.07 eV
HOMO energy = -12.6578 eV
Gap between HOMO and LUMO = 5.59 eV

Structure (ORCA input):
```
! RIJCOSX wB97M-V def2-TZVPD def2/J DEFGRID3
* xyz 2 1
Re 1.4057 0.9690 0.3547
I 5.7215 7.0157 2.7334
C 4.3694 5.5520 2.1679
C 3.0672 5.5987 2.6552
C 2.1483 4.6309 2.2707
I 0.2196 4.6353 3.0261
C 2.5539 3.6518 1.3723
O 1.6691 2.7059 0.9552
C 3.8640 3.5650 0.9063
C 4.2715 2.4304 0.0147
N 3.7492 1.1193 0.4864
C 4.1718 0.7645 1.8537
C 3.0206 0.4002 2.7635
C 3.2648 0.0942 4.0949
C 2.2226 -0.2845 4.9155
C 0.9381 -0.3603 4.3886
C 0.7451 -0.0404 3.0673
N 1.7701 0.3376 2.2671
C 4.7744 4.5269 1.3195
H 2.7691 6.3799 3.3399
H 3.8861 2.5744 -0.9991
H 5.3626 2.4017 -0.0469
H 4.0933 0.4070 -0.1490
H 4.8636 -0.0811 1.8292
H 4.7101 1.5997 2.3069
H 4.2772 0.1574 4.4705
H 2.4048 -0.5202 5.9552
H 0.0933 -0.6523 4.9949
H -0.2293 -0.0646 2.6020
H 5.8002 4.4777 0.9776
C -7.4708 1.9113 0.6324
C -6.7421 0.6882 0.0581
C -6.9277 -0.4802 1.0247
C -7.3655 0.3065 -1.2915
C -5.2663 1.0302 -0.1512
C -4.9270 2.1073 -0.9873
C -3.6187 2.4959 -1.2360
C -2.6381 1.7569 -0.6099
O -1.2576 1.9009 -0.6627
B -0.7541 0.9106 0.1806
O -1.7754 0.1403 0.7101
C -2.9510 0.6962 0.2100
C -4.2476 0.3013 0.4625
H -8.5237 1.6750 0.7912
H -7.4231 2.7674 -0.0400
H -7.0425 2.2094 1.5907
H -7.9921 -0.6775 1.1509
H -6.5165 -0.2614 2.0121
H -6.4687 -1.3970 0.6493
H -8.4207 0.0638 -1.1589
H -6.8683 -0.5654 -1.7203
H -7.3010 1.1216 -2.0124
H -5.7206 2.6669 -1.4625
H -3.3827 3.3307 -1.8799
H -4.4495 -0.5329 1.1175
C 1.6974 -0.7475 -0.3274
Ge 0.5364 -1.6162 -1.5675
C 2.8646 -1.6961 -0.3016
C 3.0383 -2.5535 0.7880
C 4.1458 -3.3824 0.8428
C 5.0807 -3.3793 -0.1883
C 4.8958 -2.5562 -1.2874
C 3.7857 -1.7208 -1.3513
C 0.3331 -0.8864 -3.2862
C 0.9361 0.3347 -3.6136
C 0.8251 0.8401 -4.8945
C 0.1137 0.1297 -5.8552
C -0.5011 -1.0759 -5.5402
C -0.3989 -1.5851 -4.2583
C -0.0664 -3.3397 -1.0777
C -0.0077 -4.3892 -2.0027
C -0.4048 -5.6604 -1.6208
C -0.8753 -5.8813 -0.3342
C -0.9375 -4.8427 0.5872
C -0.5261 -3.5732 0.2228
H 2.3031 -2.5694 1.5833
H 4.2790 -4.0416 1.6904
H 5.9439 -4.0286 -0.1360
H 5.6077 -2.5655 -2.1015
H 3.6373 -1.0826 -2.2172
H 1.4898 0.8925 -2.8642
H 1.2870 1.7836 -5.1498
H 0.0302 0.5248 -6.8589
H -1.0650 -1.6110 -6.2913
H -0.9064 -2.5094 -4.0087
H 0.3648 -4.2294 -3.0078
H -0.3514 -6.4774 -2.3269
H -1.1990 -6.8723 -0.0461
H -1.3074 -5.0267 1.5866
H -0.5751 -2.7629 0.9424
*
```

=====

This record from the OMol25 dataset describes a structure of composition C42H39AsN3O3PS4SbTi at a distorted geometry. The level of theory is ωB97M-V/def2-TZVPD.

LUMO energy (alpha / beta) = 4.06 / 4.03 eV
⟨S²⟩ = 0.76
HOMO energy (alpha / beta) = -1.0755 / -1.5688 eV
Gap between HOMO and LUMO (alpha / beta) = 5.14 / 5.60 eV

Structure (ORCA input):
```
! RIJCOSX wB97M-V def2-TZVPD def2/J DEFGRID3
* xyz -2 2
Ti 0.9623 -0.1877 -0.1343
C -0.9155 -6.2754 -5.6585
C -0.3104 -5.0403 -5.8782
C 0.0224 -4.2291 -4.8072
C -0.2568 -4.6136 -3.4895
C -0.8372 -5.8617 -3.2840
C -1.1639 -6.6857 -4.3593
P 0.3410 -3.4924 -2.1456
C -0.4924 -4.2731 -0.7073
C -1.7971 -3.9783 -0.3233
C -2.3657 -4.6134 0.7763
C -1.6320 -5.5349 1.5107
C -0.3229 -5.8248 1.1417
C 0.2398 -5.1969 0.0400
C -0.6557 -1.9820 -2.4435
C -1.7745 -2.0329 -3.2871
C -2.4160 -0.8744 -3.6763
C -1.9118 0.3439 -3.2447
C -0.8428 0.3913 -2.3696
C -0.1759 -0.7673 -1.9104
H -1.1930 -6.9055 -6.4951
H -0.1008 -4.7113 -6.8891
H 0.4982 -3.2702 -4.9846
H -1.0416 -6.1984 -2.2748
H -1.6255 -7.6491 -4.1750
H -2.3657 -3.2395 -0.8774
H -3.3854 -4.3823 1.0620
H -2.0765 -6.0243 2.3693
H 0.2618 -6.5294 1.7209
H 1.2670 -5.4005 -0.2409
H -2.1443 -2.9867 -3.6456
H -3.2923 -0.9186 -4.3134
H -2.3741 1.2680 -3.5770
H -0.4946 1.3745 -2.0556
S 4.8189 2.9190 0.3569
Sb 4.3938 0.6445 0.6515
S 3.3796 -1.9678 1.7098
S 2.3643 -2.1259 -0.0929
S 5.5633 -0.3697 -1.0328
N 0.3769 -1.4077 1.9630
C -0.7734 -1.0839 2.8053
C -2.0606 -1.0290 2.0009
C -1.9722 -0.2358 0.7126
O -2.9353 -0.1837 -0.0266
O -0.8332 0.3818 0.5076
H 0.3783 -2.3863 1.6883
H 1.2644 -1.2561 2.4422
H -0.5901 -0.1106 3.2574
H -0.8906 -1.8101 3.6173
H -2.8638 -0.5922 2.5981
H -2.3754 -2.0346 1.7193
N 2.8869 -0.5879 -2.8253
C 3.5639 -0.1295 -3.8847
C 3.3260 1.2243 -3.9617
C 2.5036 1.4935 -2.8547
N 2.2518 0.3860 -2.1756
H 2.9812 -1.4836 -2.3571
H 4.1727 -0.7844 -4.4841
H 3.7233 1.9276 -4.6728
H 2.0856 2.4328 -2.5312
O 2.2570 0.7548 0.4748
As 0.4172 2.3338 2.2968
C -1.2743 2.5858 3.2893
C -1.2063 2.8174 4.6661
C -2.3440 2.7919 5.4608
C -3.5893 2.5539 4.8912
C -3.6752 2.3150 3.5273
C -2.5260 2.2990 2.7427
C 1.4020 3.7984 3.1773
C 2.7517 3.5902 3.4293
C 3.5547 4.6242 3.9060
C 3.0030 5.8696 4.1498
C 1.6434 6.0824 3.9249
C 0.8534 5.0564 3.4350
C 0.1063 3.4364 0.6865
C -1.1145 3.9641 0.2777
C -1.2009 4.7440 -0.8707
C -0.0580 5.0460 -1.5995
C 1.1710 4.5660 -1.1652
C 1.2525 3.7532 -0.0429
H -0.2440 3.0183 5.1222
H -2.2583 2.9569 6.5288
H -4.4798 2.5363 5.5081
H -4.6373 2.1285 3.0650
H -2.6173 2.0219 1.6994
H 3.1928 2.6219 3.2265
H 4.6119 4.4503 4.0603
H 3.6265 6.6812 4.5067
H 1.2057 7.0546 4.1216
H -0.2011 5.2304 3.2511
H -2.0152 3.7842 0.8458
H -2.1658 5.1245 -1.1857
H -0.1241 5.6627 -2.4883
H 2.0839 4.8330 -1.6858
H 2.2298 3.3844 0.2629
*
```

=====

This record from the OMol25 dataset describes a structure of composition C42H39F3N2NiO3P2S2Si. The level of theory is ωB97M-V/def2-TZVPD.

LUMO energy (alpha / beta) = 0.47 / -0.03 eV
⟨S²⟩ = 2.01
HOMO energy (alpha / beta) = -6.5691 / -8.1900 eV
Gap between HOMO and LUMO (alpha / beta) = 7.04 / 8.16 eV

Structure (ORCA input):
```
! RIJCOSX wB97M-V def2-TZVPD def2/J DEFGRID3
* xyz 0 3
Ni -0.9699 0.0047 -0.1245
C -1.7730 -0.6268 3.5543
Si -0.6324 -0.1587 2.1501
C 0.8595 -1.3524 2.1904
C 1.0704 -2.2444 3.2439
C 2.0501 -3.2267 3.1831
C 2.8673 -3.3260 2.0652
C 2.6934 -2.4429 1.0095
C 1.6834 -1.4889 1.0572
P 1.3949 -0.2807 -0.2892
C 2.9092 0.7475 -0.0735
C 2.9520 1.7590 0.8852
C 4.1289 2.4523 1.1253
C 5.2772 2.1454 0.4104
C 5.2429 1.1435 -0.5482
C 4.0668 0.4476 -0.7902
C 1.6757 -1.0578 -1.9094
C 1.7657 -0.2003 -3.0086
C 1.8296 -0.7097 -4.2936
C 1.7876 -2.0831 -4.4996
C 1.6870 -2.9380 -3.4135
C 1.6268 -2.4299 -2.1219
C -0.0411 1.5988 2.5731
C 0.6439 1.8909 3.7578
C 1.0452 3.1810 4.0631
C 0.7500 4.2249 3.1898
C 0.0618 3.9661 2.0173
C -0.3267 2.6626 1.7062
P -1.2181 2.2899 0.1532
C -0.5710 3.5333 -1.0230
C -1.3412 4.5526 -1.5711
C -0.7810 5.4471 -2.4768
C 0.5514 5.3365 -2.8381
C 1.3315 4.3259 -2.2879
C 0.7698 3.4305 -1.3942
C -2.9243 2.8093 0.4972
C -3.3292 3.1604 1.7839
C -4.6597 3.4630 2.0390
C -5.5940 3.4051 1.0158
C -5.2010 3.0328 -0.2623
C -3.8742 2.7326 -0.5194
H -1.2684 -0.4907 4.5154
H -2.6571 0.0132 3.5422
H -2.1077 -1.6628 3.4755
H 0.4466 -2.1816 4.1287
H 2.1856 -3.9091 4.0138
H 3.6430 -4.0801 2.0194
H 3.3480 -2.5045 0.1478
H 2.0674 2.0114 1.4521
H 4.1403 3.2366 1.8712
H 6.1968 2.6838 0.6005
H 6.1330 0.9009 -1.1145
H 4.0555 -0.3280 -1.5449
H 1.7764 0.8750 -2.8603
H 1.8981 -0.0350 -5.1370
H 1.8212 -2.4824 -5.5049
H 1.6486 -4.0091 -3.5701
H 1.5215 -3.1057 -1.2866
H 0.8894 1.0857 4.4429
H 1.5897 3.3780 4.9783
H 1.0537 5.2368 3.4265
H -0.1684 4.7793 1.3380
H -2.3784 4.6637 -1.2852
H -1.3937 6.2350 -2.8956
H 0.9829 6.0340 -3.5443
H 2.3779 4.2360 -2.5525
H 1.3885 2.6571 -0.9671
H -2.6085 3.1971 2.5900
H -4.9652 3.7373 3.0406
H -6.6331 3.6312 1.2180
H -5.9309 2.9358 -1.0546
H -3.5921 2.3950 -1.5089
F -1.2157 -0.3537 -2.5285
C -2.4016 -0.8070 -3.0150
F -2.1950 -2.0604 -3.4335
F -2.6936 -0.0553 -4.0741
S -3.7466 -0.7241 -1.7134
O -4.6483 0.2640 -2.2400
O -4.2058 -2.0763 -1.6069
O -3.0019 -0.2489 -0.5250
C -0.9799 -5.3623 1.7896
N -0.8364 -5.3703 0.3539
C -0.3495 -6.5327 -0.3683
C -0.4988 -6.0947 -1.8305
N -0.5461 -4.6401 -1.7016
C -0.9044 -4.2809 -0.4313
S -1.3837 -2.7614 0.0428
H -1.3951 -6.3185 2.1078
H -1.6566 -4.5600 2.0719
H -0.0188 -5.2023 2.2871
H -0.9450 -7.4130 -0.1253
H 0.6949 -6.7409 -0.1122
H -1.4145 -6.4877 -2.2780
H 0.3504 -6.4073 -2.4357
H -0.9536 -4.0774 -2.4343
*
```

=====

This record from the OMol25 dataset describes a structure of composition C42H39N7P3TeY at a distorted geometry. The level of theory is ωB97M-V/def2-TZVPD.

LUMO energy = -5.52 eV
HOMO energy = -11.3424 eV
Gap between HOMO and LUMO = 5.83 eV

Structure (ORCA input):
```
! RIJCOSX wB97M-V def2-TZVPD def2/J DEFGRID3
* xyz 2 1
Y 0.3181 -0.2472 1.7264
C 4.7509 -3.8046 1.0012
N 4.1702 -2.5315 1.3942
C 4.7943 -1.3221 1.3117
C 3.8682 -0.3821 1.6566
N 2.6810 -0.9956 1.9356
C 2.8942 -2.3064 1.7837
P 1.7816 -3.6220 2.4032
C 1.1356 -2.6623 3.8176
N 0.5186 -1.4785 3.8261
C 0.3365 -1.1495 5.1405
C 0.8534 -2.1354 5.9300
N 1.3563 -3.0804 5.0871
C 2.0374 -4.3007 5.5025
C 0.4007 -3.4278 1.2228
N -0.4404 -2.3975 1.1272
C -1.3344 -2.7137 0.1376
C -1.0259 -3.9406 -0.3664
N 0.0685 -4.3829 0.3232
C 0.7644 -5.6375 0.0744
H 5.8093 -3.8134 1.2491
H 4.6439 -3.9601 -0.0720
H 4.2612 -4.6200 1.5288
H 5.8257 -1.2144 1.0249
H 3.9952 0.6808 1.7409
H -0.1509 -0.2397 5.4506
H 0.9074 -2.2268 7.0010
H 1.9656 -4.3931 6.5820
H 3.0901 -4.2652 5.2269
H 1.5766 -5.1742 5.0473
H -2.1371 -2.0449 -0.1251
H -1.4942 -4.5283 -1.1373
H 0.0402 -6.4240 -0.1224
H 1.3504 -5.9149 0.9460
H 1.4240 -5.5415 -0.7872
Te 0.0972 3.6404 -1.7924
C -1.4646 3.5562 -3.2398
C -2.7342 3.1021 -2.9271
C -3.6959 3.0986 -3.9297
N -3.4606 3.5200 -5.1654
C -2.2484 3.9758 -5.4536
C -1.2138 4.0086 -4.5267
C -0.5505 1.9271 -0.7191
P 0.3273 0.3940 -0.9733
C 2.1493 0.6331 -1.1291
C 2.7774 1.7898 -0.6759
C 4.1335 1.9886 -0.9108
C 4.8751 1.0184 -1.5642
C 4.2686 -0.1701 -1.9592
C 2.9153 -0.3659 -1.7370
C -0.1243 0.0322 -2.7078
C 0.6052 0.5816 -3.7594
C 0.1003 0.5195 -5.0501
C -1.1199 -0.0904 -5.3005
C -1.8382 -0.6549 -4.2564
C -1.3435 -0.5912 -2.9640
P -0.9933 2.0463 1.0084
C -2.3805 0.8155 1.1355
C -3.1870 0.4623 0.0554
C -4.2639 -0.3915 0.2410
C -4.5353 -0.9152 1.5018
C -3.7222 -0.5933 2.5778
C -2.6429 0.2628 2.3938
C -1.8724 3.6368 1.1709
C -1.1294 4.7922 1.4069
C -1.7470 6.0318 1.3815
C -3.1054 6.1263 1.1207
C -3.8513 4.9781 0.9028
C -3.2416 3.7326 0.9327
H -2.9755 2.7634 -1.9274
H -4.7033 2.7485 -3.7277
H -2.0904 4.3218 -6.4693
H -0.2336 4.3736 -4.8097
H 2.1944 2.5617 -0.1831
H 4.6095 2.9049 -0.5838
H 5.9242 1.1845 -1.7733
H 4.8490 -0.9337 -2.4629
H 2.4307 -1.2726 -2.0850
H 1.5610 1.0537 -3.5810
H 0.6605 0.9600 -5.8647
H -1.5130 -0.1277 -6.3077
H -2.7858 -1.1413 -4.4491
H -1.9111 -1.0124 -2.1413
H -2.9684 0.8785 -0.9218
H -4.9076 -0.6359 -0.5948
H -5.3884 -1.5651 1.6449
H -3.9453 -0.9846 3.5621
H -2.0532 0.5866 3.2556
H -0.0676 4.7250 1.6102
H -1.1660 6.9256 1.5646
H -3.5873 7.0943 1.0911
H -4.9145 5.0424 0.7129
H -3.8380 2.8488 0.7650
*
```

=====

This record from the OMol25 dataset describes a structure of composition C42H40CaGeN4S3. The level of theory is ωB97M-V/def2-TZVPD.

LUMO energy = 3.67 eV
HOMO energy = -0.3131 eV
Gap between HOMO and LUMO = 3.99 eV

Structure (ORCA input):
```
! RIJCOSX wB97M-V def2-TZVPD def2/J DEFGRID3
* xyz -2 1
Ca 0.5381 -1.0469 -0.1244
C 0.7248 -6.1199 0.1874
C -0.5904 -5.8423 -0.1931
C -1.2204 -4.6598 0.1414
C -0.5473 -3.6468 0.8880
C 0.7943 -3.9589 1.2689
C 1.4030 -5.1533 0.9224
N -0.9996 -2.4080 1.1622
C -2.3353 -2.0277 0.9286
C -3.4446 -2.7686 1.3266
C -4.7458 -2.3659 1.0190
C -4.9423 -1.1884 0.3041
C -3.8564 -0.4007 -0.0607
C -2.5379 -0.7739 0.2602
N -1.4239 -0.0249 0.0011
N -1.4101 0.5888 -1.2983
C -0.1273 1.2405 -1.6141
C -0.2948 2.5244 -2.3598
C 0.6093 3.5183 -2.2671
C 1.7431 3.3937 -1.3846
C 1.7722 2.2686 -0.5876
N 0.9052 1.2629 -0.5927
H 1.2007 -7.0526 -0.0883
H -1.1374 -6.5695 -0.7855
H -2.2288 -4.4740 -0.2036
H 1.3143 -3.2367 1.8950
H 2.4238 -5.3375 1.2432
H -3.2813 -3.7005 1.8594
H -5.5898 -2.9760 1.3233
H -5.9469 -0.8757 0.0353
H -3.9964 0.5150 -0.6228
H -1.1835 2.6092 -2.9753
H 0.4622 4.4299 -2.8422
H 2.4956 4.1650 -1.2856
H 2.5729 2.1685 0.1500
C 0.4303 1.6560 5.9369
C -0.4612 0.4180 6.0032
S -0.4492 -0.7065 4.5858
C -0.8083 0.4005 3.2026
C 0.3505 1.2039 2.5869
S 1.9588 0.3416 2.5937
C 3.0779 1.6459 3.1264
C 2.7167 2.3677 4.4304
S 2.2237 1.3210 5.8397
H 0.2574 2.2615 6.8291
H 0.1567 2.2564 5.0748
H -1.4850 0.7616 6.1804
H -0.1751 -0.2036 6.8551
H -1.6007 1.0978 3.4864
H -1.2325 -0.2398 2.4234
H 0.4949 2.1521 3.0991
H 0.1011 1.4148 1.5437
H 3.1898 2.3930 2.3363
H 4.0355 1.1337 3.2379
H 1.9141 3.0845 4.2695
H 3.5877 2.9466 4.7439
C -0.3779 -0.0931 -2.2332
Ge -0.8627 -0.4864 -4.0274
C -2.1867 -1.9508 -4.0757
C -2.9739 -2.1909 -2.9497
C -3.8853 -3.2414 -2.9173
C -4.0221 -4.0700 -4.0226
C -3.2448 -3.8467 -5.1540
C -2.3330 -2.7977 -5.1758
C -1.5285 0.8345 -5.3720
C -2.7028 0.6250 -6.0930
C -3.1426 1.5419 -7.0439
C -2.4082 2.6933 -7.2924
C -1.2397 2.9249 -6.5758
C -0.8111 2.0075 -5.6248
C 0.6911 -1.3022 -4.9691
C 1.4031 -2.3147 -4.3210
C 2.4631 -2.9657 -4.9374
C 2.8393 -2.6149 -6.2291
C 2.1429 -1.6148 -6.8927
C 1.0790 -0.9704 -6.2671
H -2.8667 -1.5556 -2.0792
H -4.4703 -3.4017 -2.0187
H -4.7245 -4.8964 -4.0026
H -3.3428 -4.4984 -6.0159
H -1.7178 -2.6424 -6.0576
H -3.2875 -0.2705 -5.9111
H -4.0617 1.3556 -7.5888
H -2.7475 3.4107 -8.0314
H -0.6650 3.8279 -6.7505
H 0.0855 2.2149 -5.0496
H 1.1127 -2.5989 -3.3154
H 2.9945 -3.7507 -4.4107
H 3.6670 -3.1202 -6.7142
H 2.4253 -1.3346 -7.9020
H 0.5426 -0.1950 -6.8032
*
```

=====

Number 1: energy -128803.691 eV. Number 2: energy -197925.674 eV. Number 3: energy -150633.577 eV. Number 4: energy -90808.967 eV. Number 5: energy -157622.374 eV.